The following is a quantum chemistry calculation of a cluster of 18 separate species, C15H48F3NO26P in total in a non-equilibrium geometry, from OMol25.

The geometry in XYZ format:
```
94
C15H48F3NO26P (ωB97M-V/def2-TZVPD)
C 3.783 1.301 0.144
C 3.875 0.527 -1.183
C 2.662 -0.339 -1.450
O 1.585 0.284 -2.208
C 0.535 0.680 -1.417
C -0.447 -0.222 -1.013
C -0.378 -1.654 -1.529
C 0.474 -2.699 -0.784
O 0.333 -3.949 -1.461
C 0.091 -2.981 0.663
F -1.080 -3.577 0.764
F 1.014 -3.904 1.161
F 0.198 -1.936 1.469
C -1.490 0.230 -0.182
C -2.552 -0.809 0.175
O -3.328 -1.074 -0.774
O -2.579 -1.300 1.308
C -1.585 1.579 0.224
P -2.958 2.212 1.242
O -2.620 3.366 2.085
O -3.525 1.058 2.184
O -4.175 2.528 0.283
C -0.597 2.448 -0.257
C 0.457 2.017 -1.050
C 1.356 3.146 -1.410
O 2.399 3.123 -1.981
N 0.711 4.340 -0.948
C -0.401 3.946 -0.117
O -0.996 4.777 0.495
H 3.983 2.361 0.014
H 4.511 0.934 0.858
H 2.798 1.197 0.601
H 4.711 -0.154 -1.083
H 4.083 1.175 -2.029
H 2.246 -0.608 -0.478
H 2.910 -1.275 -1.949
H 0.070 -1.586 -2.519
H -1.397 -2.010 -1.668
H 1.535 -2.488 -0.800
H -0.371 -3.854 -2.109
H -2.784 0.768 2.752
H -4.361 3.477 0.275
H 0.307 4.739 -1.798
O -6.386 3.375 -0.742
H -6.272 2.449 -0.489
H -7.273 3.610 -0.451
O -1.421 -3.669 -4.091
H -2.369 -3.502 -4.133
H -1.185 -3.944 -4.981
O -7.921 5.329 0.852
H -7.594 6.025 1.429
H -8.850 5.233 1.083
O 3.822 -3.366 0.325
H 3.814 -4.321 0.469
H 3.026 -3.060 0.765
O 3.630 -1.331 2.677
H 4.001 -2.178 2.943
H 2.795 -1.553 2.254
O 6.662 0.152 -0.036
H 7.531 0.454 0.255
H 6.618 -0.764 0.259
O 2.523 -6.373 -1.450
H 1.928 -7.126 -1.516
H 1.964 -5.681 -1.078
O -1.051 7.030 -1.713
H -1.309 7.876 -1.338
H -1.078 6.422 -0.963
O -1.233 -0.121 3.567
H -1.520 -0.567 2.753
H -1.386 -0.771 4.258
O 4.079 -6.124 2.160
H 4.069 -7.076 2.294
H 3.282 -5.814 2.602
O -2.208 1.699 -2.915
H -2.323 2.368 -3.596
H -2.997 1.147 -2.972
O -9.467 3.519 -1.435
H -9.352 3.911 -2.306
H -9.693 2.601 -1.611
O 9.427 1.209 1.301
H 9.275 0.602 2.035
H 9.544 2.071 1.711
O -6.509 0.443 -0.131
H -6.666 -0.451 -0.446
H -5.568 0.445 0.098
O -5.185 2.846 4.185
H -4.676 3.613 3.902
H -4.842 2.140 3.625
O -0.189 -6.343 -0.069
H 0.267 -5.746 0.532
H -1.087 -6.378 0.275
O 10.007 -1.668 1.874
H 10.728 -1.947 1.302
H 9.607 -2.489 2.180
```

- E_HOMO (eV) = -6.15
- net charge = -1
- lowest unoccupied orbital energy (eV) = 1.722

Atom charges from the Löwdin analysis, given in e for atoms 1 to 5: -0.09 -0.20 -0.17 -0.03 -0.17

***

The following is a quantum chemistry calculation of a structure of composition C15H48F6N12O16S2Y in a non-equilibrium geometry, from OMol25.

The geometry in XYZ format:
```
100
C15H48F6N12O16S2Y (ωB97M-V/def2-TZVPD)
Y 2.473 2.212 3.813
C 0.352 -0.379 0.580
F 1.066 -1.398 1.208
F -0.128 -0.680 -0.620
F -0.653 0.011 1.404
S 1.664 1.047 0.306
O 2.759 0.210 -0.256
O 1.018 2.029 -0.580
O 1.961 1.595 1.641
C -1.539 4.056 1.903
F -1.719 2.799 1.484
F -0.780 4.652 0.957
F -2.717 4.714 2.021
S -0.680 4.090 3.660
O 0.466 3.192 3.459
O -0.396 5.540 3.905
O -1.639 3.461 4.590
C 2.472 -3.945 -2.051
C 2.664 -2.649 -2.959
C 1.338 -2.010 -3.438
O 1.633 -1.092 -4.426
C 1.615 -1.729 -5.733
N 3.525 -1.757 -2.271
H 2.190 -3.622 -1.049
H 3.313 -4.600 -1.825
H 1.605 -4.522 -2.374
H 3.296 -2.823 -3.830
H 0.970 -1.472 -2.564
H 0.599 -2.784 -3.646
H 0.698 -2.196 -6.092
H 2.396 -2.483 -5.838
H 1.933 -0.876 -6.332
H 3.870 -0.988 -2.827
H 2.980 -1.500 -1.461
C -7.866 -1.237 -0.479
C -6.562 -1.074 0.318
C -5.766 0.197 0.064
O -4.402 0.116 0.385
C -3.697 -0.220 -0.815
N -6.965 -1.323 1.696
H -7.457 -1.528 -1.446
H -8.416 -0.296 -0.501
H -8.500 -1.995 -0.018
H -5.939 -1.911 0.002
H -6.240 0.961 0.680
H -6.072 0.572 -0.913
H -2.682 -0.453 -0.494
H -3.552 0.673 -1.422
H -4.059 -0.955 -1.535
H -7.291 -0.377 1.829
H -7.806 -1.883 1.698
O -0.020 -4.070 1.851
H 0.634 -3.505 2.263
H -0.641 -4.268 2.551
O -3.285 0.788 2.888
H -3.469 0.663 1.957
H -2.446 1.248 2.908
O -1.938 -2.017 2.647
H -1.013 -2.101 2.416
H -2.095 -1.073 2.668
C 2.576 4.993 1.061
O 2.667 4.322 2.038
N 2.152 4.566 -0.103
N 2.706 6.228 1.156
H 1.860 3.616 -0.286
H 2.409 5.233 -0.817
H 2.952 6.650 2.040
H 2.277 6.849 0.485
C 5.357 2.561 1.771
O 4.498 2.571 2.652
N 5.687 3.622 1.148
N 5.972 1.474 1.340
H 6.560 3.782 0.665
H 5.174 4.438 1.452
H 5.733 0.654 1.879
H 6.617 1.519 0.564
C 3.984 -1.124 2.934
O 3.641 0.020 3.179
N 3.656 -1.848 1.950
N 4.928 -1.786 3.560
H 2.943 -1.471 1.341
H 4.104 -2.733 1.759
H 5.221 -2.747 3.460
H 5.279 -1.273 4.357
C -1.203 1.610 -3.578
O -2.041 1.263 -4.363
N -1.456 2.122 -2.374
N 0.052 1.665 -3.796
H -0.623 2.245 -1.817
H -2.352 2.438 -2.031
H 0.396 1.153 -4.596
H 0.629 1.560 -2.974
C -1.811 -4.586 -1.242
O -2.208 -5.001 -2.335
N -1.920 -5.281 -0.129
N -1.283 -3.392 -1.055
H -1.298 -4.977 0.606
H -2.544 -6.060 0.029
H -1.431 -2.683 -1.759
H -0.919 -3.229 -0.127
```

- E_HOMO (spin up / spin down) (eV) = -12.05 / -12.05
- expectation value of S² = 0.7542
- net charge = +2
- lowest unoccupied orbital energy (spin up / spin down) (eV) = -7.005 / -9.990
- spin multiplicity = 2

Atom charges from the Löwdin analysis, given in e for atoms 1 to 5: 2.03 -0.52 0.06 0.15 0.11